Entry 1:
Computed, not measured: 2 unconnected molecules or ions with the total composition C5H5NO in a non-equilibrium geometry, with ωB97M-V/def2-TZVPD.

Structure (XYZ):
```
12
Properties=species:S:1:pos:R:3:nbo_charge:R:1
C -0.875 0.294 -0.345 0.10
C -0.371 -0.472 -1.113 -0.20
C 1.014 1.071 1.979 -0.15
C -1.397 0.704 2.041 0.85
C 0.215 -1.217 -2.255 -0.70
N -0.239 0.991 1.971 -0.50
O -2.521 0.455 2.176 -0.49
H 1.361 1.955 1.513 0.17
H 1.678 0.262 1.820 0.17
H 0.110 -0.534 -3.216 0.25
H -0.341 -2.246 -2.379 0.25
H 1.365 -1.264 -2.192 0.25
```

The calculation puts the largest force on an atom at 0.1219 hartree/bohr. Its multiplicity is 3. As for the orbital gap (alpha / beta): 8.54 / 7.49 eV. For the energy above the lowest of the compared OMol25 structures with the same formula, charge and spin, the calculation gives 79.9 kcal per mole.

=====

Entry 2:
Computed, not measured: C3H5NO in the gas phase in a non-equilibrium geometry, with ωB97M-V/def2-TZVPD.

Structure (XYZ):
```
10
Properties=species:S:1:pos:R:3:nbo_charge:R:1
C 0.564 1.316 0.589 -0.24
O 0.315 0.982 -0.655 -0.51
C 0.555 -0.381 -0.828 -0.12
C -0.559 -1.210 0.014 0.21
N -1.444 -1.327 0.870 -0.32
H 1.728 0.941 0.674 0.14
H 0.386 2.539 0.567 0.22
H -0.115 0.700 1.172 0.19
H 1.483 -0.352 -0.118 0.20
H 0.746 -0.749 -1.791 0.23
```

The calculation puts the largest force on an atom at 0.1588 hartree/bohr. As for the orbital gap: 11.45 eV. As for the structure (SMILES): COCC#N. For the energy above the lowest of the compared OMol25 structures with the same formula, charge and spin, the calculation gives 83.8 kcal per mole.

=====

Entry 3:
Computed, not measured: a molecular structure, C3H7NO3 in a non-equilibrium geometry, with ωB97M-V/def2-TZVPD.

Structure (XYZ):
```
14
Properties=species:S:1:pos:R:3:nbo_charge:R:1
C -0.513 -1.417 -0.923 -0.68
C -0.374 -0.847 0.493 0.20
O -1.443 -0.296 0.990 -0.55
H 0.107 -1.602 1.141 0.15
H 0.442 -1.801 -1.289 0.21
H -0.911 -0.653 -1.596 0.22
H -1.214 -2.251 -0.877 0.24
C 0.882 0.646 0.322 0.21
O -0.322 2.194 1.349 -0.47
O 1.793 0.550 -0.705 -0.67
N -0.032 1.668 0.153 -0.04
H -1.134 2.714 1.201 0.49
H 1.307 0.469 -1.537 0.48
H 1.413 0.625 1.278 0.20
```

The calculation puts the largest force on an atom at 0.0739 hartree/bohr. As for the orbital gap (alpha / beta): 7.85 / 8.84 eV. For the energy above the lowest of the compared OMol25 structures with the same formula, charge and spin, the calculation gives 146.3 kcal per mole.

=====

Entry 4:
Computed, not measured: a molecular structure, C3H7CrO2 in a non-equilibrium geometry, with ωB97M-V/def2-TZVPD.

Structure (XYZ):
```
13
Properties=species:S:1:pos:R:3:nbo_charge:R:1
O 2.440 0.257 -0.406 -0.92
C 1.574 -0.486 0.367 -0.07
C 0.147 -0.508 -0.161 -0.12
O -0.519 0.623 0.361 -0.55
C -1.920 0.584 0.230 -0.25
Cr 2.073 1.541 -1.637 0.73
H 1.611 -0.154 1.425 0.17
H 1.913 -1.541 0.410 0.15
H -0.269 -1.497 0.099 0.16
H -0.201 -0.557 -1.210 0.17
H -2.235 0.378 -0.807 0.16
H -2.327 -0.227 0.856 0.17
H -2.285 1.587 0.475 0.20
```

The calculation puts the largest force on an atom at 0.0337 hartree/bohr. Its multiplicity is 6. As for the orbital gap (alpha / beta): 7.15 / 9.31 eV. For the energy above the lowest of the compared OMol25 structures with the same formula, charge and spin, the calculation gives 0.0 kcal per mole.

=====

Entry 5:
Computed, not measured: a molecular structure, C31H56N3O3P2Pt in a non-equilibrium geometry, with ωB97M-V/def2-TZVPD.

Structure (XYZ):
```
96
Properties=species:S:1:pos:R:3:mulliken_spin:R:1
C 2.135 -1.356 -0.856 0.41
C 1.224 0.591 -1.878 0.62
C 3.128 -1.433 -1.827 0.17
C 2.094 0.404 -2.987 0.48
C 3.077 -0.559 -2.912 0.32
H 3.901 -2.189 -1.703 -0.01
H 2.040 1.162 -3.787 -0.01
H 3.785 -0.671 -3.726 0.03
N 1.266 -0.336 -0.831 0.33
P 0.253 -2.449 0.813 0.09
P -0.130 2.104 -0.029 0.10
C 1.988 -2.454 0.207 0.14
H 2.301 -3.426 -0.205 0.02
H 2.664 -2.237 1.050 0.05
C -1.287 -0.156 2.047 -0.05
O -2.141 -0.299 2.834 0.00
C 0.494 1.773 -1.685 0.30
H 0.119 2.296 -2.565 -0.14
C -1.802 3.055 -0.109 0.01
C 1.314 3.335 0.175 0.06
C -0.662 -3.537 -0.416 -0.06
C 0.416 -3.307 2.455 0.02
C -2.993 2.202 0.366 -0.01
H -2.879 1.903 1.414 0.00
H -3.909 2.815 0.294 0.00
H -3.138 1.304 -0.237 0.00
C -1.801 4.291 0.804 0.00
H -1.473 4.026 1.818 0.00
H -1.192 5.113 0.416 0.00
H -2.833 4.668 0.883 0.00
C -2.004 3.441 -1.576 -0.01
H -2.976 3.945 -1.703 0.00
H -1.217 4.120 -1.931 0.00
H -2.017 2.535 -2.193 -0.01
C 1.241 3.922 1.590 0.00
H 0.909 3.181 2.333 0.00
H 2.248 4.258 1.876 0.00
H 0.581 4.794 1.623 0.00
C 2.692 2.670 -0.040 -0.02
H 2.873 1.835 0.650 0.01
H 2.831 2.336 -1.076 0.02
H 3.446 3.451 0.154 0.00
C 1.258 4.432 -0.904 0.01
H 1.419 3.996 -1.895 0.00
H 0.328 5.002 -0.892 0.00
H 2.091 5.099 -0.670 0.00
C -0.968 -3.749 2.957 0.00
H -0.851 -4.137 3.979 0.00
H -1.673 -2.908 3.007 0.00
H -1.419 -4.550 2.360 0.00
C 0.979 -2.262 3.421 -0.02
H 1.965 -1.913 3.093 0.00
H 0.317 -1.395 3.502 0.00
H 1.087 -2.704 4.422 0.00
C 1.412 -4.475 2.439 0.00
H 2.413 -4.159 2.127 0.00
H 1.491 -4.847 3.468 0.00
H 1.099 -5.309 1.809 0.00
C -0.284 -3.190 -1.863 0.03
H 0.779 -3.374 -2.072 0.01
H -0.863 -3.838 -2.541 0.00
H -0.525 -2.149 -2.101 0.00
C -2.162 -3.260 -0.225 0.00
H -2.396 -2.224 -0.485 -0.01
H -2.746 -3.911 -0.892 0.00
H -2.506 -3.420 0.806 0.00
C -0.327 -5.022 -0.213 0.01
H 0.752 -5.207 -0.289 0.00
H -0.708 -5.425 0.732 0.00
H -0.801 -5.600 -1.022 0.00
Pt -0.037 -0.120 0.701 0.68
N -1.956 -0.347 -1.243 0.08
C -2.132 -0.044 -2.358 0.01
C -2.295 0.192 -3.764 0.00
C -1.552 1.359 -4.453 0.01
C -1.805 -1.117 -4.399 -0.01
C -3.814 0.414 -3.853 0.01
H -1.782 2.340 -4.019 0.00
H -0.460 1.226 -4.466 0.00
H -1.890 1.401 -5.504 0.00
H -2.201 -1.972 -3.827 0.00
H -2.162 -1.185 -5.433 0.00
H -0.699 -1.144 -4.391 0.00
H -4.079 0.916 -4.791 0.00
H -4.287 -0.573 -3.839 0.00
H -4.185 1.003 -2.991 0.00
N 1.928 1.214 5.791 0.00
C 2.824 1.200 4.575 0.04
C 1.860 0.870 3.426 -0.01
O 0.626 1.014 3.719 0.02
O 2.347 0.481 2.333 0.27
H 0.972 1.247 5.354 0.00
H 2.116 2.000 6.423 0.00
H 2.078 0.357 6.342 0.00
H 3.246 2.190 4.412 0.00
H 3.613 0.461 4.669 0.00
```

The calculation puts the largest force on an atom at 0.1456 hartree/bohr. Its multiplicity is 5. As for the total charge: +3. As for the orbital gap (alpha / beta): 5.26 / 5.66 eV.

=====

Entry 6:
Computed, not measured: a molecular structure, C39H41Br9F4O9 in a non-equilibrium geometry, with ωB97M-V/def2-TZVPD.

Structure (XYZ):
```
102
Properties=species:S:1:pos:R:3:mulliken_charge:R:1
F 14.579 19.149 19.455 -0.41
C 13.736 18.088 19.734 0.59
C 12.397 18.496 19.945 -0.70
C 11.462 17.471 20.065 -0.39
C 11.873 16.157 19.998 -0.85
C 13.207 15.825 19.890 0.22
C 14.202 16.789 19.816 -0.66
H 12.258 19.537 20.048 0.52
H 10.456 17.743 20.240 0.49
H 11.190 15.336 20.080 0.52
H 13.544 14.771 19.809 0.24
H 15.272 16.602 19.654 0.44
F 15.688 12.705 18.786 -0.30
C 16.814 13.396 19.065 0.46
C 17.097 13.618 20.379 -0.20
C 18.222 14.354 20.710 -0.45
C 19.041 14.789 19.676 -0.58
C 18.731 14.555 18.350 -0.61
C 17.589 13.845 18.020 -0.39
H 16.370 13.223 21.138 0.36
H 18.440 14.660 21.717 0.40
H 19.791 15.501 19.820 0.39
H 19.376 14.884 17.571 0.41
H 17.320 13.583 17.009 0.52
F 17.474 10.742 16.115 -0.36
C 16.549 9.878 15.676 0.75
C 15.787 10.176 14.577 -0.86
C 14.869 9.220 14.226 0.14
C 14.745 8.012 14.879 -0.92
C 15.553 7.756 15.975 -0.13
C 16.522 8.671 16.374 -0.74
H 15.954 11.122 14.082 0.49
H 14.173 9.403 13.420 0.34
H 14.003 7.289 14.530 0.44
H 15.538 6.803 16.533 0.34
H 17.140 8.482 17.230 0.46
F 10.215 7.836 7.517 -0.34
C 10.078 8.037 8.858 0.53
C 8.822 7.910 9.405 -0.51
C 8.616 8.145 10.729 -0.41
C 9.712 8.521 11.496 -0.80
C 10.993 8.570 10.947 0.02
C 11.193 8.320 9.585 -0.83
H 7.995 7.663 8.758 0.42
H 7.639 8.067 11.258 0.39
H 9.652 8.749 12.540 0.58
H 11.808 8.821 11.604 0.40
H 12.103 8.491 9.087 0.53
C 8.338 14.086 12.073 -1.05
C 7.865 12.822 12.719 0.34
C 8.726 11.512 12.462 0.02
O 8.882 11.008 13.772 -0.26
C 8.506 11.851 14.745 0.59
O 8.678 11.681 15.904 -0.60
O 8.004 12.971 14.116 -0.31
H 8.476 13.894 11.027 0.33
H 9.335 14.255 12.535 0.02
H 7.686 14.954 12.178 0.37
H 6.808 12.653 12.486 0.32
H 9.706 11.731 12.045 -0.11
H 8.124 10.724 11.967 0.37
C 12.250 20.012 14.790 -1.34
C 13.422 19.319 15.376 0.43
C 13.073 18.257 16.356 -0.43
O 12.956 17.040 15.604 0.08
C 13.685 17.245 14.386 0.39
O 13.861 16.395 13.594 -0.43
O 14.182 18.519 14.387 -0.43
H 11.937 20.803 15.470 0.37
H 11.401 19.340 14.633 0.14
H 12.415 20.488 13.839 0.43
H 14.175 20.015 15.669 0.43
H 12.148 18.381 16.914 0.36
H 13.818 18.144 17.108 -0.02
C 13.577 13.943 16.105 -1.21
C 12.546 13.160 15.374 1.67
C 11.834 13.934 14.318 0.57
O 11.458 12.911 13.410 0.03
C 12.347 11.850 13.509 0.23
O 12.349 10.889 12.734 -0.41
O 13.099 12.078 14.564 -0.29
H 14.095 13.396 16.869 0.51
H 13.118 14.884 16.470 -0.17
H 14.322 14.351 15.414 0.33
H 11.828 12.640 16.035 -0.71
H 12.516 14.609 13.785 -0.16
H 10.963 14.517 14.722 -0.29
C 8.463 16.002 16.908 -0.35
Br 9.838 17.034 15.971 -0.09
Br 7.417 16.981 18.160 -0.03
Br 9.167 14.338 17.572 0.08
H 7.808 15.665 16.098 0.33
C 10.719 10.352 18.001 -0.04
Br 10.078 9.174 19.328 -0.01
Br 11.711 9.490 16.601 0.09
Br 11.619 11.920 18.830 -0.05
H 9.845 10.822 17.579 0.04
C 12.907 12.311 9.941 1.28
Br 11.339 12.917 8.928 -0.10
Br 13.736 13.767 10.915 -0.05
Br 14.061 11.195 8.911 -0.06
H 12.488 11.761 10.799 -1.11
```

The calculation puts the largest force on an atom at 0.0593 hartree/bohr. As for the orbital gap: 8.71 eV. For the energy above the lowest of the compared OMol25 structures with the same formula, charge and spin, the calculation gives 0.0 kcal per mole.

=====

Entry 7:
Computed, not measured: a molecular structure, C44H46F3MnN8O8S3Sb in a non-equilibrium geometry, with ωB97M-V/def2-TZVPD.

Structure (XYZ):
```
114
Properties=species:S:1:pos:R:3:mulliken_spin:R:1
Mn 0.221 0.178 0.218 3.96
C -2.282 -3.011 1.502 -0.01
C -1.671 -1.807 0.875 -0.04
N -0.484 -1.361 1.189 -0.11
N 0.196 -2.002 2.167 -0.01
C 1.458 -1.664 2.250 0.02
N 2.229 -2.230 3.178 -0.01
S 2.219 -0.540 1.137 -0.08
C -2.373 -1.010 -0.123 0.06
C -3.704 -1.206 -0.471 0.03
C -4.308 -0.332 -1.358 0.01
C -3.564 0.717 -1.882 -0.01
C -2.240 0.842 -1.510 0.02
N -1.654 0.002 -0.657 0.00
H -1.567 -3.483 2.165 0.00
H -2.581 -3.720 0.728 0.00
H -3.171 -2.742 2.077 0.00
H 1.837 -2.874 3.846 0.00
H 3.193 -1.960 3.253 0.00
H -4.251 -2.032 -0.039 0.00
H -5.344 -0.463 -1.636 0.00
H -3.993 1.423 -2.578 0.00
H -1.618 1.638 -1.907 -0.01
C -6.004 2.739 -2.845 0.00
C -4.663 2.843 -3.516 0.00
C -3.698 3.727 -3.029 0.00
C -2.477 3.868 -3.665 0.00
C -2.211 3.108 -4.794 0.00
C -3.147 2.222 -5.296 0.00
C -4.370 2.091 -4.652 0.00
S -0.640 3.265 -5.609 0.00
O -0.247 4.639 -5.599 0.00
O -0.706 2.516 -6.828 0.00
N 0.355 2.432 -4.546 0.00
C 1.556 3.087 -4.008 0.00
C 1.483 3.113 -2.485 -0.01
C 1.580 1.701 -1.954 -0.01
O 2.230 0.856 -2.535 0.02
O 0.888 1.475 -0.862 0.01
H -6.545 3.682 -2.934 0.00
H -5.902 2.523 -1.780 0.00
H -6.613 1.961 -3.303 0.00
H -3.917 4.323 -2.152 0.00
H -1.733 4.572 -3.313 0.00
H -2.910 1.671 -6.197 0.00
H -5.114 1.408 -5.046 0.00
H 0.539 1.509 -4.922 0.00
H 1.606 4.105 -4.387 0.00
H 2.448 2.547 -4.318 0.00
H 0.537 3.543 -2.152 0.00
H 2.298 3.709 -2.068 0.00
F 3.926 -1.467 -7.540 0.00
C 3.205 -1.640 -6.422 0.00
C 3.773 -2.310 -5.355 0.00
C 3.029 -2.468 -4.194 0.00
C 1.731 -1.978 -4.121 0.01
C 1.181 -1.318 -5.213 0.00
C 1.914 -1.146 -6.377 0.00
Sb 0.692 -2.032 -2.249 0.04
C -1.267 -2.566 -3.016 0.00
C -1.833 -3.824 -2.827 0.00
C -3.094 -4.116 -3.329 0.00
C -3.779 -3.135 -4.022 0.00
F -5.005 -3.407 -4.497 0.00
C -3.246 -1.877 -4.228 0.00
C -1.989 -1.598 -3.709 0.00
C 1.329 -4.008 -1.659 0.01
C 1.746 -4.228 -0.352 -0.01
C 2.181 -5.483 0.051 0.00
C 2.193 -6.506 -0.878 0.00
F 2.609 -7.721 -0.496 0.00
C 1.792 -6.315 -2.189 0.00
C 1.362 -5.056 -2.577 0.00
H 4.784 -2.684 -5.436 0.00
H 3.466 -2.980 -3.346 0.00
H 0.163 -0.949 -5.175 0.00
H 1.504 -0.636 -7.239 0.00
H -1.287 -4.592 -2.293 0.00
H -3.545 -5.091 -3.200 0.00
H -3.808 -1.140 -4.788 0.00
H -1.574 -0.605 -3.849 -0.01
H 1.744 -3.412 0.359 0.01
H 2.513 -5.672 1.063 0.00
H 1.826 -7.144 -2.883 0.00
H 1.056 -4.890 -3.603 0.00
C -6.178 1.224 6.587 0.00
C -4.847 1.189 5.849 0.00
S -3.742 2.380 6.640 0.00
O -4.237 3.698 6.347 0.00
O -3.529 1.973 7.996 0.00
C -2.156 2.190 5.748 0.00
C -2.045 3.229 4.632 0.00
N -1.126 2.799 3.575 0.00
C -1.422 1.946 2.576 0.02
N -0.359 1.721 1.808 0.04
C 0.662 2.458 2.319 0.01
C 0.211 3.125 3.418 0.01
N 0.984 3.992 4.261 0.00
O 2.092 4.269 3.855 0.00
O 0.496 4.362 5.315 0.00
C -2.767 1.365 2.326 0.02
H -6.892 0.548 6.122 0.00
H -6.587 2.234 6.572 0.00
H -6.038 0.928 7.625 0.00
H -4.957 1.506 4.811 0.00
H -4.364 0.214 5.911 0.00
H -2.130 1.166 5.370 0.00
H -1.384 2.318 6.505 0.00
H -1.686 4.161 5.047 0.00
H -3.022 3.427 4.195 0.00
H 1.646 2.473 1.885 0.00
H -3.455 1.584 3.136 0.00
H -2.690 0.285 2.212 0.00
H -3.176 1.771 1.398 0.00
```

The calculation puts the largest force on an atom at 0.0216 hartree/bohr. Its multiplicity is 5. As for the total charge: +1. As for the orbital gap (alpha / beta): 6.50 / 6.44 eV. For the energy above the lowest of the compared OMol25 structures with the same formula, charge and spin, the calculation gives 19.0 kcal per mole.